# 1
{
  "formula": "H18O9",
  "method": "ωB97M-V/def2-TZVPD",
  "smiles": "O.O.O.O.O.O.O.O.O",
  "homo_ev": -10.84,
  "energy_ha": -687.87230,
  "gap_ev": 10.75,
  "elements": ["H", "H", "H", "H", "H", "H", "H", "H", "H", "H", "H", "H", "H", "H", "H", "H", "H", "H", "O", "O", "O", "O", "O", "O", "O", "O", "O"],
  "positions_angstrom": [[-0.4806, 0.5405, -1.7982], [-1.3949, 0.4933, -0.5850], [1.3100, -1.6109, 2.4344], [1.2669, -2.5888, 1.2717], [0.7357, 3.1626, -1.5799], [1.8104, 2.0880, -1.5622], [2.4991, 0.6959, -0.7366], [2.4105, -0.6614, -0.0585], [-1.4554, -1.1634, -1.5868], [-2.8185, -1.6159, -2.0840], [-1.6877, -0.6849, 0.5962], [-1.7475, 0.0458, 1.9276], [2.3492, 2.0181, 1.2668], [1.9893, 2.5874, 2.6293], [3.0781, -2.2449, -0.2024], [3.5728, -1.3431, -1.3214], [-5.5612, -0.1657, 0.8153], [-6.3784, 1.0498, 0.4092], [-0.4658, 0.5516, -0.8345], [1.0286, -2.5028, 2.2017], [1.6097, 2.9677, -1.2234], [2.4256, -0.2459, -0.9280], [-2.2006, -1.7281, -1.3528], [-2.1767, 0.0002, 1.0657], [2.6213, 2.0063, 2.1913], [3.2260, -2.2268, -1.1546], [-5.5660, 0.5755, 0.1991]],
  "forces_ev_per_a": [[0.3, 0.2, 0.0], [-0.2, 0.6, 0.4], [0.0, 0.0, 0.1], [-0.2, -0.2, 0.0], [0.0, -0.1, 0.2], [-0.3, 0.3, -0.2], [-0.1, 0.1, 0.3], [-0.4, 0.5, -0.2], [0.2, -0.3, 0.0], [-0.1, -0.1, 0.2], [-0.3, -0.5, 0.3], [-0.1, 0.1, -0.1], [-0.1, 0.2, 0.0], [0.1, 0.0, 0.0], [0.4, -0.5, -0.3], [0.0, -0.5, -0.2], [0.2, 0.0, -0.1], [0.1, 0.0, -0.1], [0.2, -0.1, -0.8], [0.1, 0.2, -0.2], [0.2, -0.1, 0.0], [-0.8, 3.0, 0.4], [0.0, 0.1, -0.2], [-0.1, -0.1, 0.4], [-0.1, -0.1, 0.0], [1.1, -2.7, 0.0], [-0.2, 0.0, 0.1]]
}

# 2
{
  "formula": "C11H12CrI2NO",
  "method": "ωB97M-V/def2-TZVPD",
  "multiplicity": 4,
  "homo_ev": [-16.04, -16.07],
  "energy_ha": -2195.68084,
  "s_squared": 3.86,
  "charge": 2,
  "gap_ev": [7.62, 7.68],
  "elements": ["Cr", "C", "C", "C", "C", "C", "H", "H", "H", "H", "H", "O", "C", "C", "C", "C", "C", "C", "N", "H", "H", "H", "H", "H", "H", "H", "I", "I"],
  "positions_angstrom": [[0.9271, 0.5165, -0.0842], [1.7751, 0.6429, 1.9580], [1.5177, 1.9456, 1.4676], [2.3432, 2.1539, 0.3276], [3.0832, 0.9827, 0.1012], [2.7200, 0.0367, 1.1020], [1.2856, 0.1743, 2.7985], [0.8195, 2.6578, 1.8813], [2.3670, 3.0455, -0.2821], [3.7729, 0.8117, -0.7119], [3.0895, -0.9750, 1.1735], [-0.4405, 1.4472, -1.3072], [-1.7276, 0.8327, -1.5582], [-1.8812, -0.3216, -0.6001], [-3.0656, -1.0288, -0.5206], [-3.1594, -2.0891, 0.3654], [-2.0608, -2.4151, 1.1536], [-0.9141, -1.6682, 1.0255], [-0.8178, -0.6361, 0.1615], [-0.3668, 2.3143, -1.7244], [-1.7568, 0.4818, -2.5914], [-2.5146, 1.5713, -1.4099], [-3.9049, -0.7474, -1.1434], [-4.0781, -2.6548, 0.4442], [-2.0945, -3.2341, 1.8576], [-0.0352, -1.8876, 1.6172], [1.4352, -1.2945, -2.1173], [3.6820, -0.6627, -3.3838]],
  "forces_ev_per_a": [[-0.3, -0.3, -0.4], [-0.1, -0.1, 0.0], [-0.1, 0.2, 0.0], [-0.1, 0.2, -0.1], [0.0, 0.0, 0.0], [0.0, -0.2, 0.1], [0.0, 0.0, 0.0], [0.0, 0.0, 0.0], [0.0, 0.0, 0.0], [0.0, 0.0, 0.0], [0.1, 0.0, 0.1], [0.1, 0.1, 0.2], [0.0, -0.1, 0.1], [0.1, 0.1, 0.0], [-0.1, 0.0, 0.0], [0.1, 0.0, 0.0], [-0.1, 0.0, 0.0], [0.0, 0.0, 0.0], [0.3, 0.2, 0.1], [-0.1, 0.0, 0.0], [0.0, 0.0, 0.0], [0.0, 0.0, 0.0], [0.0, 0.0, 0.0], [0.0, 0.0, 0.0], [0.0, 0.0, 0.0], [0.0, 0.0, 0.0], [0.0, -0.2, -0.1], [0.0, 0.0, 0.0]]
}

# 3
{
  "formula": "CHO5S",
  "method": "ωB97M-V/def2-TZVPD",
  "homo_ev": -4.67,
  "energy_ha": -812.99243,
  "charge": -1,
  "gap_ev": 8.72,
  "elements": ["C", "O", "O", "O", "O", "O", "S", "H"],
  "positions_angstrom": [[0.3410, -0.7518, -0.7109], [-1.9001, 0.2319, 0.9408], [0.3851, 0.9141, 1.7990], [-0.6808, 1.9463, -0.2134], [1.5332, -0.3740, -1.1526], [1.4417, -1.4414, -0.2197], [-0.6172, 0.8029, 0.6548], [-0.5029, -1.3280, -1.0980]],
  "forces_ev_per_a": [[-2.8, 2.1, 4.5], [-0.9, -0.8, 0.6], [-2.5, -0.3, -2.5], [0.2, 0.8, -0.6], [1.2, 1.4, -2.8], [-0.2, -1.4, 1.3], [4.5, -1.8, 0.6], [0.6, 0.0, -1.2]]
}

# 4
{
  "formula": "C19H25FLiN3O2S",
  "method": "ωB97M-V/def2-TZVPD",
  "homo_ev": -8.72,
  "energy_ha": -1559.47886,
  "gap_ev": 8.60,
  "elements": ["Li", "O", "C", "C", "C", "C", "C", "C", "C", "C", "N", "H", "H", "H", "H", "H", "H", "H", "H", "H", "H", "H", "C", "C", "C", "N", "C", "S", "N", "C", "O", "C", "C", "C", "C", "C", "C", "H", "H", "H", "H", "H", "H", "H", "H", "H", "H", "H", "H", "H", "H", "F"],
  "positions_angstrom": [[-1.1062, -1.8910, 1.6655], [-1.9235, -2.4663, 3.4713], [-2.9926, -1.5294, 3.6631], [-2.4504, -0.3181, 4.4005], [-1.2536, 0.3759, 3.7123], [-1.5825, 0.9473, 2.3576], [-1.8943, 2.2933, 2.1922], [-2.2368, 2.7635, 0.9375], [-2.2772, 1.8765, -0.1276], [-1.9628, 0.5534, 0.1143], [-1.6042, 0.0937, 1.3182], [-2.2145, -3.1426, 2.8291], [-3.7935, -1.9815, 4.2486], [-3.4138, -1.2467, 2.6948], [-2.1352, -0.6248, 5.4013], [-3.2718, 0.3922, 4.5257], [-0.4366, -0.3419, 3.6042], [-0.8842, 1.1726, 4.3577], [-1.8513, 2.9616, 3.0435], [-2.4684, 3.8115, 0.7904], [-2.5520, 2.1991, -1.1233], [-1.9987, -0.1895, -0.6782], [3.0006, -2.6926, -1.9965], [1.5608, -2.5704, -2.4845], [0.5900, -2.2252, -1.3653], [0.8387, -0.8662, -0.8618], [1.3098, -0.5373, 0.3329], [1.5956, -1.6113, 1.6001], [1.4955, 0.8212, 0.5753], [1.3662, 1.9635, -0.2215], [1.1488, 3.0273, 0.3067], [1.5906, 1.8594, -1.6971], [2.6464, 1.1155, -2.2149], [2.8516, 1.0740, -3.5852], [1.9870, 1.7537, -4.4372], [0.9264, 2.4877, -3.9195], [0.7366, 2.5523, -2.5461], [3.6807, -2.9311, -2.8168], [3.0897, -3.4751, -1.2403], [3.3441, -1.7611, -1.5376], [1.2288, -3.5074, -2.9377], [1.4954, -1.8075, -3.2688], [0.6748, -2.9142, -0.5327], [-0.4466, -2.2789, -1.6960], [0.6275, -0.1167, -1.5019], [1.5893, 1.0263, 1.5591], [3.3003, 0.5668, -1.5454], [3.6815, 0.5061, -3.9890], [2.1378, 1.7067, -5.5096], [0.2548, 3.0176, -4.5845], [-0.0685, 3.1379, -2.1198], [-1.9303, -3.0299, 0.8366]],
  "forces_ev_per_a": [[0.4, 0.3, 0.2], [-0.2, 0.2, 0.0], [0.3, -0.1, -0.1], [0.1, 0.1, -0.1], [0.0, -0.1, -0.1], [-0.1, -0.2, -0.2], [0.0, 0.0, 0.0], [0.0, 0.1, 0.0], [0.0, 0.1, 0.0], [0.1, -0.2, 0.1], [-0.1, 0.3, 0.2], [0.0, 0.1, -0.1], [-0.1, -0.1, 0.1], [0.0, 0.0, 0.0], [0.0, 0.0, 0.0], [0.0, 0.0, 0.0], [0.0, 0.0, 0.0], [0.0, 0.1, 0.0], [0.0, 0.0, 0.0], [0.0, 0.0, 0.0], [0.0, 0.0, 0.0], [0.0, 0.0, 0.1], [0.0, 0.0, 0.0], [0.0, 0.0, 0.0], [0.0, 0.2, 0.1], [-0.1, -0.4, 0.0], [-0.2, 0.0, 0.2], [0.0, 0.2, -0.2], [0.1, -0.1, -0.1], [0.1, -0.1, 0.0], [-0.1, 0.1, 0.1], [-0.1, -0.1, 0.1], [0.1, 0.0, 0.0], [0.0, 0.0, 0.0], [0.0, 0.0, 0.0], [0.0, 0.0, 0.0], [0.0, 0.1, -0.1], [0.0, 0.0, 0.0], [0.0, 0.0, 0.0], [0.0, -0.1, 0.0], [0.0, 0.0, 0.0], [0.0, 0.0, 0.0], [0.0, 0.0, 0.1], [0.0, 0.1, 0.0], [0.0, -0.1, 0.0], [0.0, 0.0, 0.1], [0.0, 0.1, 0.0], [0.0, 0.0, 0.0], [0.0, 0.0, 0.1], [0.0, 0.0, 0.0], [0.0, 0.0, 0.0], [-0.3, -0.4, -0.2]]
}